Record 1
The following is a DFT calculation (ωB97M-V/def2-TZVPD) of C13H29GeO4Si2Ti as an isolated structure.

Properties
Net charge: -2
F_max (eV/Å): 2.93
Kohn-Sham gap (spin up / spin down) (eV): 4.1093 / 5.8212
2S+1: 2

Positions of all 50 atoms, in Å:
Ti (0.070, -0.046, -0.007)
O (-2.053, -2.416, -1.765)
C (-1.057, -1.845, -1.315)
O (-0.853, -0.482, -1.512)
C (0.003, -2.500, -0.517)
O (0.019, -3.694, -0.215)
O (0.982, -1.621, -0.071)
C (3.705, 2.173, -2.489)
Ge (2.454, 0.785, -1.791)
C (3.761, -0.603, -1.267)
C (1.717, 0.093, -3.492)
C (1.376, 1.400, -0.335)
H (4.365, 1.727, -3.242)
H (4.316, 2.569, -1.672)
H (3.169, 3.010, -2.950)
H (4.461, -0.786, -2.089)
H (3.259, -1.535, -1.006)
H (4.324, -0.261, -0.394)
H (2.546, -0.200, -4.144)
H (1.118, 0.857, -3.996)
H (1.073, -0.769, -3.309)
H (0.883, 2.349, -0.594)
C (-1.873, -2.172, 2.461)
Si (-1.061, -0.555, 2.932)
C (0.726, -0.889, 3.404)
C (-1.914, -0.060, 4.552)
C (-1.126, 0.747, 1.638)
Si (-2.723, 1.287, 0.914)
C (-2.433, 2.554, -0.442)
C (-3.838, 2.158, 2.179)
C (-3.808, -0.069, 0.222)
H (-1.729, -2.901, 3.266)
H (-1.465, -2.615, 1.547)
H (-2.948, -2.041, 2.309)
H (0.799, -1.661, 4.178)
H (1.199, 0.025, 3.776)
H (1.296, -1.228, 2.536)
H (-1.764, -0.818, 5.329)
H (-2.992, 0.057, 4.394)
H (-1.530, 0.896, 4.925)
H (-0.549, 1.621, 1.961)
H (-1.847, 3.400, -0.069)
H (-3.379, 2.934, -0.842)
H (-1.870, 2.097, -1.261)
H (-3.307, 2.973, 2.684)
H (-4.166, 1.452, 2.949)
H (-4.730, 2.576, 1.699)
H (-3.294, -0.702, -0.508)
H (-4.671, 0.385, -0.278)
H (-4.186, -0.719, 1.017)

Löwdin atomic charge list, values in e, 2 entries:
1. Ti 0.755
2. O -0.015

Record 2
The following is a DFT calculation (ωB97M-V/def2-TZVPD) of a 2-piece molecular cluster, C13H29IN3O7P2S overall.

Properties
Net charge: +1
F_max (eV/Å): 1.29
Kohn-Sham gap (eV): 9.8906

Positions of all 56 atoms, in Å:
C (-5.047, -0.474, 2.435)
C (-3.902, -1.453, 2.156)
C (-2.881, -1.527, 3.294)
C (-1.804, -2.607, 3.083)
C (-0.420, -2.116, 2.666)
C (0.170, -0.943, 3.430)
C (1.534, -0.654, 2.824)
P (2.616, 0.499, 3.842)
P (2.670, 2.189, 2.423)
O (3.095, 1.846, 1.061)
O (1.196, 2.809, 2.467)
O (3.543, 3.307, 3.134)
N (1.284, -0.160, 1.456)
C (0.266, -0.710, 0.754)
N (-0.020, -0.202, -0.432)
C (0.608, 0.993, -1.014)
I (0.528, 0.727, -3.135)
C (-0.043, 2.317, -0.561)
C (-1.322, 2.155, 0.253)
N (-0.435, -1.766, 1.212)
H (-5.157, -0.304, 3.508)
H (-4.887, 0.495, 1.960)
H (-5.999, -0.866, 2.081)
H (-3.396, -1.158, 1.225)
H (-4.301, -2.456, 1.986)
H (-3.420, -1.738, 4.219)
H (-2.439, -0.537, 3.436)
H (-2.148, -3.288, 2.296)
H (-1.676, -3.215, 3.979)
H (0.280, -2.947, 2.790)
H (-0.462, -0.058, 3.299)
H (0.240, -1.153, 4.498)
H (2.100, -1.590, 2.759)
H (3.845, -0.036, 3.406)
H (0.647, 2.509, 3.202)
H (3.976, 3.063, 3.961)
H (2.136, -0.067, 0.909)
H (-0.717, -0.671, -0.995)
H (1.668, 0.985, -0.776)
H (-0.262, 2.924, -1.439)
H (0.705, 2.865, 0.014)
H (-1.116, 1.785, 1.261)
H (-1.818, 3.119, 0.356)
H (-2.025, 1.464, -0.217)
H (-1.388, -1.739, 0.861)
C (2.632, 0.070, -6.239)
C (3.216, -0.582, -7.478)
O (2.047, -0.991, -8.208)
S (0.859, 0.048, -7.997)
O (0.815, 0.981, -9.060)
O (-0.296, -0.677, -7.607)
O (1.487, 0.784, -6.716)
H (2.303, -0.682, -5.518)
H (3.309, 0.773, -5.762)
H (3.811, -1.464, -7.263)
H (3.791, 0.122, -8.080)

Löwdin atomic charge list, values in e, 2 entries:
1. C -0.092
2. C -0.264

Record 3
The following is a DFT calculation (ωB97M-V/def2-TZVPD) of C13H29N2O6RuSe2 as an isolated structure.

Properties
Net charge: 0
F_max (eV/Å): 3.29
Kohn-Sham gap (spin up / spin down) (eV): 7.0745 / 7.1083
2S+1: 2

Positions of all 53 atoms, in Å:
Ru (-0.157, 0.612, 0.008)
C (0.929, 4.298, 0.131)
Se (1.315, 2.529, 0.808)
C (0.636, 2.730, 2.588)
C (-0.864, 2.911, 2.626)
Se (-1.854, 1.410, 1.854)
C (-3.041, 2.463, 0.746)
H (1.504, 5.010, 0.713)
H (-0.133, 4.520, 0.176)
H (1.255, 4.309, -0.906)
H (1.140, 3.568, 3.068)
H (0.927, 1.811, 3.087)
H (-1.192, 3.796, 2.085)
H (-1.186, 3.002, 3.662)
H (-3.483, 3.255, 1.345)
H (-3.812, 1.789, 0.385)
H (-2.492, 2.847, -0.105)
C (4.174, 1.528, -1.825)
O (3.579, 0.345, -2.388)
C (2.253, 0.264, -2.271)
O (1.560, 1.131, -1.745)
N (1.773, -0.849, -2.843)
N (0.434, -1.203, -2.760)
H (5.216, 1.499, -2.122)
H (4.084, 1.518, -0.743)
H (3.693, 2.420, -2.213)
H (2.409, -1.569, -3.132)
H (0.146, -1.265, -1.790)
H (-0.132, -0.475, -3.179)
C (2.583, -1.970, 2.108)
O (1.719, -1.488, 1.070)
C (0.715, -0.620, 1.397)
O (0.571, -0.325, 2.580)
H (3.601, -1.710, 1.827)
H (2.480, -3.051, 2.168)
H (2.322, -1.519, 3.056)
O (-1.817, 0.853, -1.360)
O (-2.338, -0.463, -1.463)
C (-2.169, -3.145, -1.944)
C (-1.882, -2.666, -0.521)
C (-3.007, -3.136, 0.421)
C (-0.559, -3.271, -0.026)
C (-1.803, -1.157, -0.458)
H (-2.261, -4.235, -1.949)
H (-1.359, -2.865, -2.621)
H (-3.099, -2.717, -2.327)
H (-3.142, -4.219, 0.342)
H (-3.953, -2.649, 0.166)
H (-2.766, -2.894, 1.461)
H (-0.642, -4.362, 0.011)
H (-0.317, -2.907, 0.976)
H (0.264, -3.011, -0.690)
H (-1.824, -0.675, 0.514)

Löwdin atomic charge list, values in e, 2 entries:
1. Ru 0.710
2. C -0.344

Record 4
The following is a DFT calculation (ωB97M-V/def2-TZVPD) of C13H29N5NiO7 as an isolated structure.

Properties
Net charge: 0
F_max (eV/Å): 3.49
Kohn-Sham gap (spin up / spin down) (eV): 5.4923 / 7.7287
2S+1: 3

Positions of all 55 atoms, in Å:
O (-0.840, 0.484, -5.009)
H (-1.226, 0.335, -5.885)
Ni (-1.006, 0.495, -0.543)
N (-0.811, 1.990, 0.574)
N (0.356, 1.294, -1.538)
N (-2.003, -0.487, 0.684)
N (-0.981, -1.121, -1.453)
O (-1.471, 2.250, 1.657)
O (-2.338, -0.091, 1.921)
O (-0.234, -1.408, -2.529)
O (0.919, 0.849, -2.607)
C (0.906, 2.388, -0.935)
C (0.278, 2.755, 0.279)
C (-2.162, -1.795, 0.411)
C (-1.589, -2.164, -0.845)
C (0.750, 3.744, 1.272)
H (1.074, 3.262, 2.210)
H (-0.045, 4.455, 1.527)
H (1.606, 4.299, 0.881)
C (2.140, 2.956, -1.511)
H (2.002, 3.147, -2.581)
H (2.978, 2.251, -1.402)
H (2.414, 3.888, -1.009)
C (-2.714, -2.736, 1.415)
C (-1.564, -3.544, -1.383)
H (-3.264, -2.197, 2.196)
H (-1.904, -3.295, 1.910)
H (-3.380, -3.471, 0.948)
H (-0.845, -3.639, -2.203)
H (-2.555, -3.817, -1.766)
H (-1.303, -4.262, -0.597)
H (-2.015, 0.912, 1.907)
H (0.302, -0.527, -2.673)
C (-1.823, 1.179, -4.242)
H (-1.295, 1.928, -3.652)
H (-2.337, 0.479, -3.575)
H (-2.555, 1.695, -4.891)
O (-4.123, 2.065, -0.874)
H (-4.575, 1.368, -0.372)
H (-3.821, 2.678, -0.182)
C (3.557, -1.622, 3.361)
N (2.435, -1.011, 2.666)
C (1.563, -0.120, 3.396)
C (2.131, -1.209, 1.359)
C (3.016, -2.089, 0.514)
O (1.121, -0.639, 0.917)
H (3.524, -1.271, 4.397)
H (4.517, -1.325, 2.908)
H (3.490, -2.722, 3.347)
H (1.584, 0.896, 2.969)
H (0.518, -0.459, 3.355)
H (1.917, -0.098, 4.429)
H (2.423, -2.934, 0.137)
H (3.376, -1.503, -0.344)
H (3.885, -2.485, 1.055)

Löwdin atomic charge list, values in e, 2 entries:
1. O -0.136
2. H 0.076

Record 5
The following is a DFT calculation (ωB97M-V/def2-TZVPD) of a 4-piece molecular cluster, C13H29NO17P3S4 overall.

Properties
Net charge: -1
F_max (eV/Å): 7.64
Kohn-Sham gap (eV): 7.0114

Positions of all 67 atoms, in Å:
C (-0.761, 1.077, -4.726)
C (-0.101, 1.214, -3.202)
C (1.010, 0.034, -2.964)
C (1.611, -0.007, -1.400)
C (0.907, 1.116, -0.437)
N (1.757, -1.385, -0.860)
C (0.705, -1.886, 0.073)
P (-1.105, -1.771, -0.531)
P (-2.466, -0.998, 1.023)
O (-3.952, -1.398, 0.538)
O (-2.464, 0.749, 1.123)
O (-2.243, -1.721, 2.589)
P (1.014, -3.826, 0.051)
S (0.388, -4.605, -1.617)
C (0.939, -1.527, 1.671)
O (0.501, -0.450, 2.320)
O (1.780, -2.449, 2.507)
H (-1.656, 0.326, -4.622)
H (-1.077, 2.121, -5.156)
H (0.131, 0.664, -5.397)
H (-1.006, 1.210, -2.461)
H (0.392, 2.297, -3.105)
H (0.597, -1.047, -3.211)
H (1.900, 0.259, -3.727)
H (2.729, 0.395, -1.550)
H (0.992, 2.232, -0.853)
H (-0.234, 0.950, -0.224)
H (1.566, 1.140, 0.560)
H (1.897, -2.053, -1.669)
H (-1.260, -0.767, -1.593)
H (-2.714, 1.169, 0.231)
H (-2.843, -1.168, 3.201)
H (2.451, -3.970, 0.241)
H (0.362, -4.349, 1.246)
C (0.686, 1.233, 5.814)
C (2.134, 1.312, 5.339)
O (2.466, 2.698, 5.379)
S (1.644, 3.404, 6.599)
O (2.520, 3.482, 7.747)
O (0.934, 4.545, 6.071)
O (0.574, 2.201, 6.857)
H (-0.007, 1.512, 5.014)
H (0.428, 0.239, 6.188)
H (2.263, 0.914, 4.329)
H (2.804, 0.784, 6.026)
C (2.486, 6.979, -3.485)
C (2.958, 6.336, -2.183)
O (2.053, 5.259, -1.950)
S (1.561, 4.660, -3.385)
O (2.369, 3.501, -3.692)
O (0.116, 4.639, -3.400)
O (2.071, 5.897, -4.317)
H (1.621, 7.627, -3.313)
H (3.278, 7.553, -3.972)
H (2.948, 7.036, -1.345)
H (3.963, 5.915, -2.294)
C (-4.852, -6.493, 0.347)
C (-3.768, -5.531, 0.825)
O (-2.544, -6.074, 0.335)
S (-2.829, -6.829, -1.082)
O (-2.491, -5.919, -2.154)
O (-2.308, -8.173, -0.997)
O (-4.454, -6.894, -0.964)
H (-4.893, -7.386, 0.978)
H (-5.838, -6.023, 0.319)
H (-3.741, -5.442, 1.914)
H (-3.898, -4.538, 0.382)

Löwdin atomic charge list, values in e, 2 entries:
1. C -0.131
2. C -0.279

Record 6
The following is a DFT calculation (ωB97M-V/def2-TZVPD) of C13H29NOP2Pb as an isolated structure.

Properties
Net charge: +2
F_max (eV/Å): 8.08
Kohn-Sham gap (spin up / spin down) (eV): 4.2045 / 4.2161

Positions of all 47 atoms, in Å:
Pb (0.108, 0.003, -0.151)
H (-1.019, -0.550, 1.028)
H (-1.026, 0.457, 1.026)
P (-0.020, -2.360, -0.440)
P (-0.024, 2.364, -0.421)
C (1.388, 3.300, 0.259)
H (1.317, 4.366, -0.024)
H (1.407, 3.215, 1.353)
H (2.327, 2.880, -0.134)
C (0.009, 2.742, -2.199)
H (-0.860, 2.277, -2.686)
H (-0.012, 3.836, -2.356)
H (0.922, 2.321, -2.646)
C (-1.485, 3.275, 0.191)
H (-1.534, 3.218, 1.286)
H (-1.431, 4.335, -0.113)
H (-2.398, 2.821, -0.224)
C (0.188, -2.724, -2.213)
H (0.143, -3.815, -2.385)
H (-0.608, -2.223, -2.785)
H (1.158, -2.334, -2.556)
C (1.287, -3.340, 0.369)
H (1.189, -3.263, 1.463)
H (1.218, -4.401, 0.068)
H (2.273, -2.942, 0.085)
C (-1.562, -3.234, 0.001)
H (-2.414, -2.751, -0.502)
H (-1.505, -4.294, -0.308)
H (-1.724, -3.183, 1.089)
C (1.550, -0.013, 1.208)
O (2.446, -0.009, 1.885)
H (-1.307, -0.003, -1.150)
C (2.225, 1.996, 3.353)
C (0.762, 1.879, 3.122)
C (0.012, 2.403, 4.197)
C (-1.334, 2.143, 3.970)
C (-1.423, 1.461, 2.735)
C (-2.781, 1.079, 2.312)
N (-0.132, 1.354, 2.200)
H (2.849, 2.285, 2.491)
H (2.612, 1.092, 3.855)
H (2.443, 2.775, 4.123)
H (0.373, 2.879, 5.071)
H (-2.135, 2.398, 4.617)
H (-3.230, 0.384, 3.061)
H (-3.431, 1.984, 2.287)
H (-2.916, 0.608, 1.328)

Löwdin atomic charge list, values in e, 2 entries:
1. Pb 0.821
2. H 0.069

Record 7
The following is a DFT calculation (ωB97M-V/def2-TZVPD) of a 2-piece molecular cluster, C13H29O3S overall.

Properties
Net charge: -1
F_max (eV/Å): 5.85
Kohn-Sham gap (eV): 7.8721

Positions of all 46 atoms, in Å:
C (3.139, 0.520, 2.687)
C (4.083, 1.715, 2.276)
C (3.481, 2.652, 1.145)
C (2.885, 4.013, 1.670)
C (1.465, 3.862, 2.389)
C (0.504, 2.856, 1.648)
C (-0.960, 2.809, 2.231)
S (-1.760, 1.287, 1.496)
O (-3.204, 1.513, 1.162)
O (-1.670, 0.208, 2.558)
O (-0.945, 0.775, 0.187)
H (2.818, -0.127, 1.831)
H (2.216, 0.879, 3.232)
H (3.697, -0.144, 3.412)
H (5.041, 1.253, 1.885)
H (4.380, 2.318, 3.177)
H (2.782, 2.057, 0.499)
H (4.352, 2.928, 0.471)
H (3.607, 4.599, 2.300)
H (2.676, 4.640, 0.748)
H (1.636, 3.634, 3.476)
H (1.008, 4.899, 2.353)
H (0.485, 3.170, 0.562)
H (0.932, 1.814, 1.715)
H (-1.582, 3.709, 1.987)
H (-0.880, 2.643, 3.341)
C (-3.304, -3.338, -4.572)
C (-2.432, -2.298, -3.878)
C (-1.141, -2.880, -3.304)
C (-1.332, -3.937, -2.214)
C (-2.136, -3.476, -0.997)
C (-1.480, -2.327, -0.239)
H (-3.639, -4.113, -3.879)
H (-4.195, -2.865, -4.993)
H (-2.760, -3.819, -5.390)
H (-3.010, -1.800, -3.095)
H (-2.171, -1.523, -4.605)
H (-0.531, -2.060, -2.914)
H (-0.558, -3.325, -4.119)
H (-0.343, -4.271, -1.880)
H (-1.816, -4.822, -2.643)
H (-2.248, -4.327, -0.315)
H (-3.149, -3.189, -1.295)
H (-0.484, -2.619, 0.106)
H (-2.074, -2.061, 0.636)
H (-1.382, -1.431, -0.851)

Löwdin atomic charge list, values in e, 2 entries:
1. C -0.129
2. C -0.258

Record 8
The following is a DFT calculation (ωB97M-V/def2-TZVPD) of an isolated ion of composition C13H30B and charge -1.

Properties
Net charge: -1
F_max (eV/Å): 0.90
Kohn-Sham gap (eV): 7.2909

Positions of all 44 atoms, in Å:
B (4.129, -1.723, 0.907)
C (4.345, -0.198, 1.539)
C (3.054, 0.447, 2.086)
C (2.521, 1.551, 1.176)
C (1.696, 0.953, 0.049)
C (1.676, 1.847, -1.189)
C (1.062, 1.240, -2.482)
C (0.182, 0.021, -2.274)
C (-1.145, 0.395, -1.613)
C (-1.838, -0.794, -0.945)
C (-3.355, -0.663, -1.022)
C (-4.104, -1.605, -0.087)
C (-4.115, -1.206, 1.400)
C (-4.060, 0.289, 1.702)
H (5.103, -2.453, 1.054)
H (3.880, -1.639, -0.305)
H (3.149, -2.262, 1.429)
H (4.701, 0.437, 0.730)
H (5.117, -0.210, 2.306)
H (3.220, 0.826, 3.096)
H (2.271, -0.306, 2.152)
H (3.349, 2.113, 0.754)
H (1.927, 2.282, 1.730)
H (0.687, 0.775, 0.412)
H (2.119, -0.017, -0.197)
H (1.208, 2.796, -0.934)
H (2.716, 2.073, -1.404)
H (1.872, 1.023, -3.171)
H (0.430, 1.999, -2.941)
H (-0.078, -0.413, -3.239)
H (0.692, -0.761, -1.721)
H (-1.003, 1.185, -0.882)
H (-1.797, 0.774, -2.399)
H (-1.561, -1.700, -1.475)
H (-1.498, -0.885, 0.085)
H (-3.639, -0.927, -2.041)
H (-3.663, 0.369, -0.905)
H (-3.596, -2.565, -0.153)
H (-5.112, -1.751, -0.467)
H (-5.051, -1.571, 1.817)
H (-3.343, -1.725, 1.955)
H (-3.302, 0.819, 1.140)
H (-5.036, 0.745, 1.577)
H (-3.809, 0.415, 2.752)

Löwdin atomic charge list, values in e, 2 entries:
1. B -0.498
2. C -0.296

Record 9
The following is a DFT calculation (ωB97M-V/def2-TZVPD) of C13H30CuN6 as an isolated structure.

Properties
Net charge: +2
F_max (eV/Å): 0.33
Kohn-Sham gap (spin up / spin down) (eV): 9.9539 / 8.9319
2S+1: 2

Positions of all 50 atoms, in Å:
Cu (0.013, -0.002, -1.071)
C (1.823, 2.308, -0.346)
C (2.662, 1.025, -0.416)
N (1.999, -0.079, -1.155)
C (2.290, -1.440, -0.664)
C (1.433, -2.483, -1.406)
N (0.147, -1.910, -1.893)
C (-1.080, -2.725, -1.652)
C (-1.821, -2.305, -0.387)
C (-2.653, -1.020, -0.495)
N (-1.967, 0.076, -1.224)
C (-2.268, 1.442, -0.754)
C (-1.396, 2.473, -1.492)
N (-0.089, 1.899, -1.919)
C (1.125, 2.719, -1.638)
H (2.495, 3.114, -0.045)
H (1.069, 2.222, 0.440)
H (2.856, 0.680, 0.599)
H (3.630, 1.236, -0.874)
H (2.272, -0.015, -2.133)
H (2.048, -1.447, 0.397)
H (3.349, -1.688, -0.769)
H (1.226, -3.308, -0.725)
H (1.984, -2.901, -2.249)
H (0.232, -1.795, -2.896)
H (-0.801, -3.778, -1.575)
H (-1.727, -2.634, -2.526)
H (-1.095, -2.215, 0.424)
H (-2.503, -3.108, -0.105)
H (-2.874, -0.664, 0.511)
H (-3.607, -1.233, -0.980)
H (-2.208, 0.004, -2.209)
H (-2.050, 1.459, 0.312)
H (-3.324, 1.691, -0.884)
H (-1.222, 3.321, -0.830)
H (-1.922, 2.859, -2.366)
H (-0.132, 1.771, -2.923)
H (0.842, 3.772, -1.573)
H (1.803, 2.628, -2.488)
C (0.485, 1.139, 4.262)
N (0.027, -0.032, 3.504)
C (-0.598, -1.128, 4.254)
C (-0.010, -0.010, 2.211)
N (-0.023, 0.004, 1.048)
H (1.187, 0.816, 5.029)
H (-0.363, 1.634, 4.736)
H (0.984, 1.839, 3.597)
H (0.092, -1.473, 5.022)
H (-0.824, -1.956, 3.586)
H (-1.516, -0.783, 4.729)

Löwdin atomic charge list, values in e, 2 entries:
1. Cu 0.501
2. C -0.162